# 1
# C13H34ClN2O5

A 4-piece molecular cluster, C13H34ClN2O5 overall at a distorted geometry (the ωB97M-V functional and the def2-TZVPD basis, the OMol25 dataset).

Last column: natural (NBO) charge in e.
CARTESIAN COORDINATES (ANGSTROEM)
Cl  3.06670  2.78466  0.76147  -0.975
O  0.28428  1.41618  -1.87095  -0.530
O  -0.99533  1.63809  2.92619  -0.540
O  2.19906  -1.55176  -4.00604  -0.525
O  5.54898  2.67309  3.18420  -0.753
O  -1.54918  -2.94007  2.45340  -0.549
N  -3.02883  -0.45514  2.87261  -0.582
N  0.31017  -1.43853  -2.07493  -0.575
C  1.37254  -2.69402  -4.09566  -0.072
C  -2.20563  1.83392  2.19992  -0.062
C  -0.50881  -0.51772  -2.90823  -0.225
C  0.05994  2.83320  -1.42469  -0.265
C  0.59841  -2.73944  -2.74397  -0.239
C  -0.11231  2.73149  2.74764  -0.258
C  -0.91741  -4.17798  2.28675  -0.236
C  -2.62064  -2.55124  1.55398  -0.071
C  2.41144  -0.90369  -5.28114  -0.252
C  -3.60995  -1.75899  2.37657  -0.237
C  -2.76594  0.45313  1.78173  -0.226
C  5.55015  4.00616  3.66903  -0.243
C  -0.94455  0.73344  -2.08991  -0.066
H  -2.89175  2.50521  2.71636  0.150
H  -3.69928  0.63118  1.24762  0.142
H  4.53121  4.38918  3.72523  0.171
H  0.67288  2.81693  3.49882  0.201
H  0.66171  -2.73879  -4.92078  0.157
H  -1.40895  0.40805  -1.15903  0.153
H  1.47649  -0.55150  -5.71695  0.159
H  -0.66942  3.66830  2.73642  0.142
H  -1.69193  -4.93393  2.15725  0.151
H  -0.43330  2.84523  -0.45275  0.175
H  -1.64904  1.20625  -2.77421  0.158
H  -0.40825  3.37689  -2.24525  0.150
H  -2.05248  0.12371  1.02638  0.193
H  -2.27022  -1.99190  0.68655  0.175
H  1.05666  3.26563  -1.33718  0.244
H  -0.32788  -4.49371  3.14748  0.189
H  -4.53934  -1.53111  1.85465  0.160
H  -0.12423  -0.28071  -3.90021  0.194
H  -3.82804  -0.00607  3.29653  0.334
H  2.05659  -3.52954  -4.24425  0.172
H  3.10510  -0.06290  -5.28185  0.202
H  -2.10218  2.35004  1.24545  0.163
H  6.16305  4.64045  3.02861  0.147
H  -3.96286  -2.34614  3.22439  0.199
H  0.36823  2.51102  1.79445  0.219
H  -1.34946  -1.14964  -3.19472  0.136
H  -0.32097  -3.31876  -2.82903  0.152
H  -0.20977  -4.05234  1.46726  0.172
H  1.24872  -3.27588  -2.05301  0.198
H  5.99004  4.13216  4.65834  0.150
H  2.88022  -1.52854  -6.04135  0.154
H  -3.12727  -3.46826  1.25316  0.165
H  -0.30777  -1.68675  -1.31557  0.339
H  5.02036  2.70129  2.38334  0.511

Atomic forces in eV per Å
0.18 0.19 0.17
-1.55 2.11 0.50
-1.25 0.11 0.22
0.38 1.25 -1.96
0.62 0.42 1.02
-0.58 1.25 0.49
-0.51 -1.21 -0.23
0.52 0.10 -1.55
-0.17 0.63 1.14
0.38 -1.09 0.03
-0.66 -1.24 0.97
1.32 -1.84 -0.94
0.65 0.10 0.54
0.23 -0.18 -0.90
-0.28 0.37 -0.72
0.45 -1.14 1.43
0.01 -0.40 0.04
0.39 1.45 0.58
0.26 1.31 -0.18
-0.05 0.00 -0.34
2.10 -1.50 -1.52
-0.35 -0.25 0.69
-0.33 0.26 -0.51
-0.06 0.20 -0.13
-0.25 -0.50 0.17
0.00 0.67 -0.36
-0.25 0.19 0.20
-0.28 0.04 0.15
0.00 0.24 -0.12
0.17 -0.45 -0.54
-0.21 0.16 -0.21
-0.22 0.81 0.34
-0.69 -0.02 0.20
0.13 -0.59 0.37
0.24 -0.12 -0.03
0.02 -0.28 0.42
-0.19 0.60 0.35
-0.07 -0.13 -0.86
0.91 0.41 0.46
0.02 0.00 0.80
-0.29 -0.56 0.29
-0.17 0.11 1.09
0.75 0.16 -0.29
-0.13 0.28 -0.28
0.49 -0.06 0.23
0.43 0.81 -0.08
-1.15 0.29 -0.04
-0.21 -0.31 -0.43
-0.03 -0.75 -0.41
-0.09 -0.07 0.19
0.04 -0.71 0.19
-0.09 -0.81 0.07
-0.08 -0.12 -0.47
0.13 0.05 0.40
-0.67 -0.24 -0.63

Output
LUMO energy   2.598 eV
Charge   -1
Relative energy (zero: lowest compared OMol25 entry of this formula, charge and spin)   205.9 kJ/mol
HOMO level   -0.151 hartree

***

# 2
# C13H36F12O21PtS4

C13H36F12O21PtS4 as an isolated structure at a distorted geometry (the ωB97M-V functional and the def2-TZVPD basis, the OMol25 dataset).

Last column: Löwdin spin population.
CARTESIAN COORDINATES (ANGSTROEM)
Pt  0.94762  -0.22605  0.38317  1.590
S  4.28822  0.82976  1.07513  0.009
S  2.46191  -1.71769  3.14200  0.015
S  2.85989  -2.77379  -0.98356  0.010
S  0.42925  2.40072  2.71886  0.007
F  1.92414  -4.19419  3.61348  0.001
F  -2.26463  2.36633  2.89040  0.000
F  2.64387  -4.42960  1.09568  0.001
F  0.62793  -2.88720  4.75695  0.001
F  -1.45865  3.35726  4.47726  0.001
F  -1.08927  1.20202  4.44239  0.000
F  2.74833  -3.15850  5.42864  0.003
F  2.57278  -5.43705  -0.84533  0.001
F  5.13897  1.83397  -1.27595  0.000
F  6.05624  2.76861  0.41078  0.002
F  4.00790  3.28043  -0.13450  0.001
F  0.83490  -4.28728  -0.02092  0.000
O  3.99680  1.48105  2.34754  0.001
O  -1.15165  -0.92616  0.77834  0.056
O  5.24022  -0.30221  1.08795  0.005
O  1.78103  -1.78751  -0.66711  0.042
O  0.38429  1.43317  1.63604  0.041
O  0.75639  1.14674  -1.36767  0.052
O  0.88035  -2.09063  -4.03513  0.000
O  4.12742  -2.45065  -0.26062  0.000
O  -1.52300  -2.92644  3.00583  0.001
O  1.52537  2.06844  3.68567  0.000
O  3.61344  -2.16111  2.35898  -0.001
O  0.42602  3.79019  2.20111  0.006
O  0.57353  0.59833  -4.30412  0.001
O  2.98269  0.43675  0.51765  0.055
O  -4.91821  2.65655  -0.62572  0.000
O  2.96994  -3.10499  -2.42374  0.008
O  -2.08879  -0.01189  -3.03960  0.000
O  1.35807  4.26027  -1.13015  0.001
O  -2.42529  -2.15328  -1.40970  0.000
O  2.79339  -0.47973  3.88374  0.002
O  1.31882  -1.43565  2.23859  0.054
C  -2.94462  -3.88622  1.38782  0.001
C  4.92041  2.30761  -0.10085  0.006
C  -2.54904  2.69955  0.10142  0.000
C  1.51966  1.27884  -5.06612  0.000
C  1.93615  -3.11915  4.39162  0.010
C  -3.66204  -3.96427  3.97252  0.000
C  2.19745  -4.39477  -0.07868  0.004
C  2.41465  2.09165  -4.08364  0.001
C  -4.33473  4.53985  0.63805  0.000
C  0.72549  2.01368  -6.08395  0.000
C  -4.06355  3.06084  0.45457  0.000
C  -1.21507  2.27393  3.69119  0.003
C  -2.54787  -3.87792  2.90742  0.000
H  -3.23077  -2.86309  1.14405  0.001
H  -2.15559  -4.19803  0.70348  0.000
H  0.63824  0.83673  -2.26554  0.001
H  2.92683  1.50403  -3.32175  0.000
H  -2.09971  -1.61166  -2.12864  0.000
H  1.92617  2.88129  -3.51272  0.000
H  -3.87235  5.06881  -0.19531  0.000
H  1.03759  5.03009  -0.66015  0.000
H  0.03251  1.29982  -6.52923  0.000
H  0.65785  2.09701  -1.42698  0.004
H  1.39561  2.37422  -6.86436  0.000
H  -3.33111  -2.34994  -1.64855  0.000
H  -1.90402  3.05180  0.90638  0.000
H  -3.95030  5.05057  1.52094  0.000
H  3.17328  2.57522  -4.69906  0.000
H  0.17270  2.85609  -5.66818  0.000
H  -2.65368  0.70549  -3.32683  0.000
H  -1.32442  0.04004  -3.61342  0.000
H  -1.63433  -1.30942  0.04596  0.000
H  0.88503  -0.30021  -4.17298  0.000
H  -3.23961  -4.37985  4.88738  0.000
H  -1.27081  -1.54818  1.49605  0.002
H  -5.35974  4.88391  0.49996  0.000
H  -2.03320  -4.82980  3.03827  0.000
H  0.23856  -2.38614  -4.68089  0.000
H  2.21438  0.70700  -5.68131  0.000
H  2.13862  3.99113  -0.64584  0.000
H  -2.45410  1.62030  -0.01822  0.000
H  -3.77205  -4.54056  1.11341  0.000
H  -1.32427  -2.75089  3.92849  0.000
H  1.38937  -2.87404  -3.82681  0.000
H  -2.20852  3.20603  -0.80169  0.000
H  -4.37881  2.55029  1.36454  0.000
H  -4.05827  -2.97047  4.18101  0.000
H  -5.77609  3.07406  -0.51931  0.000
H  -4.54211  -4.48426  3.59411  0.000

Atomic forces in eV per Å
0.37 0.29 1.78
-0.68 -1.55 2.73
3.04 4.87 -1.16
2.27 1.27 2.17
4.45 1.45 1.66
0.23 -1.15 1.18
-0.91 -1.88 -0.55
1.04 -1.03 2.16
1.12 -0.50 0.82
1.03 -0.27 0.80
-1.30 -0.48 0.11
-0.55 -0.82 0.05
-0.45 -0.46 0.73
0.37 -0.13 -2.46
0.39 0.73 -0.10
0.06 0.55 -0.31
0.57 -0.91 -0.26
1.76 0.45 -1.33
-0.46 0.56 -0.13
-0.62 3.11 -0.79
0.92 -2.66 -2.20
-1.70 0.39 0.08
-0.17 0.13 -0.57
-0.57 0.33 -0.53
-2.87 -1.43 -2.52
-0.80 0.99 0.29
-3.64 1.26 -1.65
-1.37 -1.44 1.72
-0.69 -1.46 0.74
-0.72 -1.10 0.46
1.22 0.70 -1.80
0.31 -0.69 -0.49
-0.58 0.09 1.33
-0.18 -0.20 -0.13
-0.17 -0.02 -0.66
-0.03 -0.72 0.43
-1.13 -2.94 0.56
-1.06 -1.74 1.19
-0.50 0.54 0.82
-1.07 -2.79 3.54
-1.71 0.62 0.50
1.09 1.43 1.17
-0.81 2.97 -3.14
0.20 1.63 -0.74
-0.86 3.28 -3.60
0.09 0.42 -0.96
0.88 1.45 -0.63
0.03 1.04 -0.68
0.64 0.25 -0.26
1.96 2.01 -0.47
0.36 -2.55 -1.66
-0.08 0.04 -0.28
0.46 0.29 0.46
0.01 -0.31 -0.45
-0.09 -0.50 -0.30
0.09 0.56 -0.34
-0.52 0.02 -0.26
0.42 0.02 -0.19
-0.20 -0.02 0.31
-0.06 0.10 -0.08
0.03 0.67 0.56
-0.11 0.26 -0.14
-0.19 0.03 0.06
-0.07 -0.19 -0.20
0.11 -0.50 0.27
0.29 0.17 0.10
-0.10 0.00 0.03
-0.19 0.20 0.14
0.58 0.24 -0.27
-0.31 -0.28 -0.66
0.22 -0.89 0.37
-0.32 -0.13 -0.01
0.43 -0.41 0.79
-0.53 -0.65 0.42
0.08 -0.52 0.00
-0.26 -0.04 -0.18
-0.09 -1.12 0.48
0.26 -0.27 0.34
0.11 0.07 0.09
-0.29 -0.07 0.51
0.33 0.11 0.04
0.83 -0.15 0.80
-0.32 0.01 -0.19
0.23 -0.36 0.06
0.11 0.27 0.25
0.04 0.02 0.16
0.33 -0.57 0.08

Output
Spin multiplicity   3
Expectation value of S²   2.003
LUMO energy (alpha / beta)   3.516 / 3.516 eV
Charge   -2
HOMO level (alpha / beta)   -0.092 / -0.107 hartree